Entry 1:
ORCA calculation (the ωB97M-V functional and the def2-TZVPD basis) on a structure of composition C8H10BrNV in a non-equilibrium geometry.

XYZ file:
```
21
Properties=species:S:1:pos:R:3:forces:R:3:lowdin_charge:R:1
C 0.731 2.139 -0.841 -0.867 0.087 0.471 -0.18
C 1.219 1.772 0.466 -0.460 0.710 0.527 -0.23
C 0.102 1.689 1.352 1.388 -0.377 -0.163 -0.19
C -1.085 1.903 0.611 0.031 0.738 -1.071 -0.19
C -0.711 2.249 -0.731 1.120 0.683 0.713 -0.19
V 0.014 -0.047 -0.514 -2.986 4.034 -1.026 0.24
C 2.053 -0.993 -0.239 1.488 -2.767 2.003 -0.19
C 2.160 -1.287 -1.575 1.738 0.215 -2.745 -0.12
C 2.447 -1.442 -2.984 -1.769 -0.284 3.800 0.03
N -1.191 0.103 -1.703 1.493 -3.732 -5.148 -0.26
H 0.163 1.519 2.436 -0.074 -0.215 -0.748 0.11
H 2.280 1.711 0.740 -0.687 0.082 -0.061 0.10
H -2.108 1.968 1.025 0.854 -0.390 -0.429 0.12
H -1.380 2.617 -1.528 0.493 -0.642 0.617 0.12
H 1.345 2.464 -1.688 -0.380 -0.375 0.375 0.11
H 2.721 -0.256 0.465 -1.803 -1.507 -2.691 0.13
H -1.018 -0.436 -2.941 -0.482 1.900 4.844 0.17
H 1.546 -1.854 0.601 1.365 2.264 -2.943 0.13
H 3.402 -1.918 -3.429 -1.678 0.713 1.402 0.09
H 1.565 -1.353 -3.708 1.519 0.369 1.193 0.06
Br -1.203 -1.301 1.041 -0.302 -1.507 1.079 0.14
```
Positions in Å, forces in eV/Å.

Its multiplicity is 2. As for the expectation value of S²: 0.871. The LUMO energy (spin up / spin down) is -0.054 / -0.048 Eh. The HOMO energy (spin up / spin down) is -0.2699 / -0.2781 hartree.

---

Entry 2:
ORCA calculation (the ωB97M-V functional and the def2-TZVPD basis) on a structure of composition C29H40AsGe2LiN2Se in a non-equilibrium geometry.

XYZ file:
```
76
Properties=species:S:1:pos:R:3:forces:R:3:lowdin_charge:R:1
Li -0.101 -0.442 0.468 -0.347 -0.121 0.232 0.28
C 2.695 -1.989 -3.022 0.149 0.072 0.246 -0.25
Ge 3.372 -2.013 -1.169 -0.313 -0.339 -0.153 0.69
C 5.342 -2.098 -1.081 -0.329 0.174 0.046 -0.23
C 2.612 -3.637 -0.336 0.135 0.249 -0.040 -0.26
Ge 2.480 -0.003 0.028 1.269 0.143 -0.061 0.92
C 3.221 -0.002 1.855 -0.372 -0.082 -0.109 -0.38
C 3.021 -1.134 2.652 -0.011 0.006 -0.055 -0.16
C 3.522 -1.197 3.942 0.031 0.020 0.033 -0.09
C 4.225 -0.118 4.463 -0.007 0.033 0.017 -0.08
C 4.434 1.013 3.684 -0.002 -0.004 0.010 -0.07
C 3.932 1.072 2.392 0.003 0.030 -0.084 -0.10
C 3.092 1.664 -0.820 -0.371 -0.134 0.104 -0.39
C 2.669 2.897 -0.317 -0.029 -0.090 0.068 -0.14
C 3.093 4.084 -0.893 -0.011 0.029 0.009 -0.08
C 3.942 4.055 -1.991 0.002 -0.014 0.002 -0.07
C 4.361 2.838 -2.510 0.007 0.068 -0.029 -0.07
C 3.931 1.652 -1.933 0.003 -0.151 0.019 -0.12
H 3.032 -2.895 -3.528 0.001 0.002 -0.003 0.02
H 3.041 -1.126 -3.589 -0.002 0.004 0.020 0.01
H 1.605 -1.986 -3.013 0.002 0.000 -0.011 0.01
H 5.649 -3.022 -1.573 0.001 -0.004 -0.004 0.03
H 5.676 -2.119 -0.045 -0.006 -0.003 0.001 0.02
H 5.809 -1.254 -1.585 -0.007 -0.003 -0.004 0.01
H 2.838 -4.488 -0.980 -0.007 -0.001 -0.001 0.02
H 1.529 -3.556 -0.245 -0.003 -0.024 0.001 0.01
H 3.039 -3.834 0.647 -0.005 0.032 0.004 0.01
H 2.474 -1.982 2.249 0.015 -0.001 0.009 0.07
H 3.382 -2.088 4.542 -0.014 -0.009 -0.008 0.10
H 4.616 -0.158 5.471 0.021 -0.020 -0.010 0.11
H 4.998 1.848 4.078 -0.011 -0.007 0.020 0.11
H 4.112 1.953 1.789 0.003 0.016 0.011 0.09
H 2.003 2.921 0.540 0.016 0.078 -0.005 0.10
H 2.761 5.031 -0.487 0.001 0.000 -0.013 0.11
H 4.272 4.980 -2.444 0.008 -0.005 -0.001 0.11
H 5.020 2.815 -3.368 0.005 -0.015 0.008 0.11
H 4.265 0.707 -2.349 0.008 0.036 -0.031 0.07
C -4.259 -0.485 0.391 0.058 -0.036 0.089 -0.30
As -2.554 -0.004 -0.417 -0.060 0.209 -0.112 1.02
C -3.066 -0.184 -2.291 0.068 0.029 0.028 -0.32
C -2.615 1.963 -0.133 -0.110 -0.083 -0.081 -0.34
C -3.881 2.626 -0.581 -0.047 0.075 -0.060 -0.32
C -4.074 2.977 -1.916 0.075 0.012 0.028 -0.07
C -5.254 3.573 -2.333 -0.005 -0.001 -0.015 -0.07
C -6.264 3.832 -1.417 -0.021 0.005 -0.007 -0.08
C -6.080 3.501 -0.083 -0.026 0.010 -0.004 -0.08
C -4.898 2.905 0.329 0.029 -0.078 0.034 -0.06
H -5.037 0.136 -0.053 -0.002 0.001 0.005 0.03
H -4.224 -0.312 1.466 0.033 -0.003 0.000 0.02
H -4.487 -1.534 0.212 0.078 -0.012 -0.032 0.03
H -4.036 0.278 -2.461 0.000 0.031 -0.005 0.03
H -3.123 -1.243 -2.539 0.007 -0.011 0.030 0.02
H -2.320 0.283 -2.933 -0.005 0.000 -0.003 0.02
H -1.746 2.389 -0.639 0.019 -0.040 -0.001 0.07
H -2.476 2.087 0.941 0.082 -0.008 0.005 0.04
H -3.280 2.798 -2.633 -0.012 -0.010 -0.018 0.11
H -5.382 3.843 -3.373 0.001 -0.001 0.006 0.11
H -7.185 4.298 -1.742 0.007 0.001 0.009 0.11
H -6.857 3.713 0.640 0.005 -0.006 0.000 0.11
H -4.758 2.656 1.376 -0.009 -0.002 -0.006 0.11
C 0.265 -2.445 4.739 -0.032 -0.237 -0.121 -0.03
N 0.152 -1.073 5.188 0.017 0.222 -0.028 -0.11
C 0.545 -0.582 6.414 0.012 0.012 0.122 -0.03
C 0.292 0.743 6.413 0.077 -0.013 0.050 -0.03
N -0.248 1.053 5.183 -0.001 -0.273 -0.011 -0.12
C -0.644 2.371 4.728 -0.036 0.225 -0.085 -0.02
C -0.335 -0.067 4.438 0.333 0.059 0.123 -0.71
Se -1.068 -0.206 2.752 -0.322 -0.046 -0.308 0.57
H 0.779 -3.026 5.500 -0.006 0.045 0.048 0.10
H 0.832 -2.480 3.810 -0.026 0.023 0.056 0.06
H -0.720 -2.870 4.557 -0.017 0.042 0.036 0.09
H 0.954 -1.211 7.185 0.005 -0.014 -0.046 0.13
H 0.453 1.482 7.178 -0.027 0.022 -0.038 0.13
H -0.737 3.033 5.585 0.019 -0.056 0.039 0.10
H -1.598 2.304 4.212 -0.013 -0.021 0.026 0.07
H 0.097 2.773 4.038 0.014 -0.037 0.011 0.10
```
Positions in Å, forces in eV/Å.

Its multiplicity is 2. As for the total charge: +1. As for the expectation value of S²: 0.756. For the energy relative to the best compared isomer or geometry (same formula, charge and spin), the calculation gives 5.68 kcal/mol. The LUMO energy (spin up / spin down) is -0.072 / -0.166 Eh. The HOMO energy (spin up / spin down) is -0.3761 / -0.3955 hartree.

---

Entry 3:
ORCA calculation (the ωB97M-V functional and the def2-TZVPD basis) on a cluster of 2 separate species, C7H11N2O2 in total in a non-equilibrium geometry.

XYZ file:
```
22
Properties=species:S:1:pos:R:3:forces:R:3:lowdin_charge:R:1
C -0.079 -0.545 -2.117 -0.168 -0.647 -1.203 -0.18
C 1.135 -1.476 -1.907 -0.022 0.234 1.335 -0.13
C -1.374 -0.919 -1.342 0.040 -0.220 1.737 -0.73
O -1.506 -2.110 -0.936 0.473 -0.152 -0.648 -0.11
O -2.139 0.005 -0.981 -0.067 0.066 -1.633 -0.11
H 0.226 0.475 -1.873 -0.368 0.001 -0.140 0.09
H -0.389 -0.624 -3.184 0.280 0.537 0.390 0.10
H 1.086 -2.430 -2.436 -0.036 0.237 -0.129 0.06
H 1.094 -1.726 -0.834 0.281 -0.148 -0.287 0.05
H 2.123 -0.975 -2.055 -0.803 -0.298 -0.261 0.07
C 0.364 2.691 1.347 -2.448 1.603 -0.888 -0.08
C -0.904 0.529 1.216 0.213 1.159 -0.858 -0.11
C 0.191 1.247 1.574 1.151 -1.009 1.365 -0.37
C 0.573 -0.796 2.128 -0.272 0.987 -1.802 -0.22
N -0.602 -0.773 1.419 0.516 -0.445 1.819 0.07
N 1.133 0.407 2.181 -0.632 -0.279 0.039 0.07
H -1.735 0.936 0.674 -0.192 -0.557 0.112 0.10
H -1.010 -1.609 1.019 -0.624 0.252 -0.296 0.12
H 1.128 3.280 1.805 0.951 -0.331 0.367 0.05
H -0.574 3.197 1.687 0.444 -0.273 0.147 0.08
H 0.981 -1.754 2.342 0.616 -0.308 0.479 0.09
H 0.279 2.968 0.273 0.665 -0.411 0.354 0.08
```
Positions in Å, forces in eV/Å.

As for the total charge: -1. For the energy relative to the best compared isomer or geometry (same formula, charge and spin), the calculation gives 22.37 kcal/mol. The LUMO energy is 0.142 Eh. The HOMO energy is -0.1629 hartree.

---

| no. | energy (eV) |
| --- | --- |
| 1 | -105671.39385 |
| 2 | -273119.24075 |
| 3 | -14513.99083 |